{"formula": "C5H40NO14", "method": "the ωB97M-V functional and the def2-TZVPD basis", "symbols": ["C", "O", "C", "C", "C", "C", "N", "H", "H", "H", "H", "H", "H", "H", "H", "H", "H", "H", "H", "H", "H", "H", "H", "O", "H", "H", "O", "H", "H", "O", "H", "H", "O", "H", "H", "O", "H", "H", "O", "H", "H", "O", "H", "H", "O", "H", "H", "O", "H", "H", "O", "H", "H", "O", "H", "H", "O", "H", "H", "O"], "xyz": [[-1.078958, -1.815348, -0.275491], [-1.137587, -3.110609, 0.222264], [-0.903801, -0.836387, 0.911578], [-2.188680, -0.660129, 1.725037], [-3.026530, 0.409017, 1.044876], [-1.811721, -0.473149, 3.202213], [-0.313479, 0.454836, 0.342145], [-0.275268, -1.716837, -1.001833], [-2.016243, -1.528568, -0.770150], [-1.658546, -3.724931, -0.314907], [-0.067657, -1.241292, 1.514765], [-2.745197, -1.618365, 1.461172], [-3.876654, 0.646686, 1.687925], [-3.516267, 0.129175, 0.135083], [-2.409060, 1.279425, 1.017586], [-2.365462, 0.483606, 3.508544], [-2.337004, -1.151131, 3.842674], [-0.782883, -0.433623, 3.445221], [0.707215, 0.564079, 0.460866], [-0.639440, 0.743666, -0.619475], [-0.682125, 1.238411, 0.897492], [2.698276, 3.446294, 3.082329], [2.885270, 2.185188, 4.090141], [3.170066, 2.642716, 3.303277], [2.478016, -0.611813, 1.952815], [1.993197, 0.514786, 2.899256], [1.873431, 0.149117, 2.032336], [1.231013, -0.469488, 4.384417], [1.774940, -1.654045, 3.814066], [2.094928, -0.901228, 4.371716], [-2.113002, 0.169881, -3.110306], [-3.162252, 0.345206, -4.228489], [-3.050746, -0.067714, -3.361684], [4.542498, 0.650092, -2.049739], [3.819015, 0.091918, -3.385593], [3.756366, 0.495355, -2.543223], [1.494583, 3.380726, -2.024733], [0.457055, 4.193714, -2.964657], [0.643553, 3.415541, -2.458871], [2.852046, 2.153631, 0.972349], [2.125751, 2.173483, -0.397005], [2.335162, 2.710162, 0.362843], [0.754276, -2.182948, -4.569113], [1.603882, -2.804345, -3.443974], [1.666214, -2.238944, -4.213440], [-3.196253, -2.206032, -2.952210], [-2.512956, -3.592026, -3.273022], [-2.572762, -2.864774, -2.640806], [1.417579, -0.886216, -2.593429], [2.383334, -0.326294, -1.477589], [1.450721, -0.509535, -1.683917], [-1.254383, 3.574212, -0.438358], [-1.843525, 4.339820, 0.768401], [-1.687315, 3.463402, 0.416563], [0.186744, 0.711116, -2.092522], [-0.298236, 1.708286, -3.141117], [-0.604140, 1.163197, -2.404448], [0.463339, -3.152631, 2.163216], [1.856847, -3.831984, 2.107408], [1.412804, -3.016349, 2.289524]], "forces_ev_per_angstrom": [[-0.76, 1.14, -0.38], [0.10, -0.99, 0.89], [1.66, -1.32, -1.04], [0.37, -1.91, -1.67], [-0.62, 0.13, 2.12], [-3.57, 2.21, -0.11], [-1.04, 1.37, 0.25], [0.08, 0.11, 0.13], [0.14, -0.15, -0.09], [0.05, 0.64, -0.15], [-0.59, 0.36, -0.18], [0.80, 0.76, 1.15], [0.08, 0.16, 0.18], [0.42, -0.18, -0.90], [-0.43, 1.04, -0.58], [1.33, -0.80, -0.14], [0.05, -0.93, 0.28], [0.98, 0.08, 0.00], [-0.37, -0.66, -0.05], [0.29, -0.67, 0.96], [0.19, -0.03, 0.06], [-0.43, -0.01, 0.64], [-0.40, 0.56, 0.46], [0.85, -0.53, -1.04], [-0.43, 0.47, 0.43], [0.58, 0.09, 0.50], [0.04, -0.37, -1.97], [0.08, 0.44, 0.77], [1.05, 0.02, 0.39], [-1.18, -0.84, -0.38], [-1.23, -0.21, -0.15], [-0.15, -0.12, 0.19], [1.25, 0.28, 0.03], [1.35, -0.12, -0.31], [0.97, -0.58, -1.08], [-1.92, 0.82, 1.44], [0.33, 0.90, -0.29], [0.68, 0.90, -0.13], [-0.74, -1.13, 0.31], [-0.28, 0.12, -0.15], [0.14, -0.44, -0.25], [0.09, 0.21, 0.39], [0.75, -0.18, 0.24], [-0.06, -0.47, 0.15], [-0.78, 0.69, -0.22], [-0.11, 0.26, -0.44], [-0.37, 0.37, 0.01], [0.59, -0.71, 0.36], [0.49, 0.24, 0.61], [-0.13, -0.01, -0.74], [-0.34, -0.27, -0.15], [0.00, 0.18, 0.00], [0.03, 0.23, 0.01], [0.18, -0.55, -0.11], [0.77, -0.38, -0.39], [0.01, 0.31, 0.44], [-0.82, -0.54, -0.31], [0.22, -0.35, -0.22], [0.20, -0.81, -0.13], [-0.44, 1.17, 0.34]], "nbo_charge": [-0.070, -0.752, -0.057, -0.235, -0.629, -0.632, -0.740, 0.186, 0.183, 0.506, 0.231, 0.238, 0.231, 0.236, 0.197, 0.222, 0.241, 0.195, 0.473, 0.459, 0.443, 0.493, 0.484, -0.972, 0.501, 0.503, -0.995, 0.449, 0.494, -0.941, 0.497, 0.475, -0.983, 0.498, 0.503, -0.984, 0.495, 0.496, -0.985, 0.505, 0.451, -0.954, 0.486, 0.478, -0.948, 0.508, 0.479, -0.987, 0.506, 0.515, -1.016, 0.489, 0.488, -0.969, 0.492, 0.514, -1.000, 0.498, 0.492, -0.979], "charge": 1, "orbital_gap_ev": 10.60}



{"formula": "C3H8N2S3", "method": "the ωB97M-V functional and the def2-TZVPD basis", "symbols": ["C", "C", "C", "N", "N", "S", "S", "S", "H", "H", "H", "H", "H", "H", "H", "H"], "xyz": [[2.101505, -0.471951, 0.706750], [-0.359686, -0.294610, -0.427702], [-3.223806, 0.054924, -0.602531], [1.293948, 0.457002, 1.333440], [0.383828, 1.108334, 0.566184], [0.951785, -1.504245, -0.371495], [3.452249, 0.533079, -0.236879], [-1.828994, -0.802032, 0.282304], [2.576254, -1.163252, 1.415090], [-0.626656, 0.152591, -1.418622], [-4.025495, -0.628684, -0.324191], [-2.869586, -0.101158, -1.673697], [-3.463637, 1.169121, -0.339114], [0.804194, 0.111499, 2.167268], [0.921652, 1.792829, -0.010834], [3.912445, -0.413451, -1.065974]], "forces_ev_per_angstrom": [[1.01, -0.45, -1.22], [1.51, 3.42, -0.65], [1.58, 0.78, -0.59], [-0.36, 0.63, 2.27], [-1.09, -0.89, -2.01], [0.04, 0.21, -0.10], [-0.89, -0.64, 0.67], [-1.54, -0.48, 1.46], [-0.08, 0.36, -0.26], [0.88, -0.30, 0.63], [-0.24, 0.35, -0.39], [-1.19, 0.56, 1.11], [0.70, -2.21, -0.40], [0.57, -0.09, -0.44], [-0.69, -1.10, -0.14], [-0.22, -0.14, 0.05]], "nbo_charge": [-0.217, -0.489, -0.736, -0.475, -0.452, 0.186, -0.087, 0.265, 0.232, 0.222, 0.234, 0.222, 0.234, 0.377, 0.354, 0.131], "charge": 0, "orbital_gap_ev": 9.09}



{"formula": "C21H55BN19O16", "method": "the ωB97M-V functional and the def2-TZVPD basis", "symbols": ["C", "C", "C", "O", "B", "N", "C", "O", "O", "C", "C", "C", "C", "C", "C", "O", "O", "C", "C", "O", "O", "H", "H", "H", "H", "H", "H", "H", "H", "H", "H", "H", "H", "H", "H", "H", "H", "H", "H", "H", "C", "O", "N", "N", "H", "H", "H", "H", "C", "O", "N", "N", "H", "H", "H", "H", "C", "O", "N", "N", "H", "H", "H", "H", "C", "O", "N", "N", "H", "H", "H", "H", "C", "O", "N", "N", "H", "H", "H", "H", "C", "O", "N", "N", "H", "H", "H", "H", "C", "O", "N", "N", "H", "H", "H", "H", "C", "O", "N", "N", "H", "H", "H", "H", "C", "O", "N", "N", "H", "H", "H", "H"], "xyz": [[-4.244803, 5.059015, -4.717824], [-3.453813, 5.132320, -3.246614], [-4.349209, 4.219552, -2.204439], [-3.534815, 3.400721, -1.292678], [-3.341358, 2.024793, -1.796887], [-4.541960, 1.136560, -2.069363], [-4.615244, 0.948268, -3.455510], [-5.183829, 0.973750, -4.693373], [-2.259671, 2.125736, -2.816202], [-1.056976, 1.362291, -2.420978], [-0.915237, 0.270868, -3.635972], [0.154609, 0.943003, -4.729115], [-1.369777, 0.867048, -0.890285], [-0.896289, -0.617779, -0.382494], [-0.747249, -0.535228, 1.257915], [-1.895500, -0.606657, 1.976351], [0.513338, -0.440504, 2.009766], [1.378249, 0.645633, 1.524169], [1.162410, 2.256451, 1.797052], [2.481699, 0.272525, 0.825048], [-2.729858, 1.348661, -0.598443], [-3.905646, 5.942637, -5.407716], [-5.421728, 5.073486, -4.532065], [-3.984457, 4.051379, -5.296854], [-2.337474, 4.733761, -3.342751], [-3.443612, 6.277796, -2.917281], [-5.123337, 3.623325, -2.850189], [-4.973508, 4.976173, -1.528811], [-0.027846, 1.913182, -2.329368], [-0.607466, -0.806737, -3.296100], [-1.953898, 0.201062, -4.217985], [-0.233901, 2.038576, -4.991039], [1.154393, 1.104308, -4.108451], [0.296507, 0.293651, -5.692135], [-0.662064, 1.573294, -0.239918], [0.072585, -1.034825, -0.889018], [-1.790210, -1.377807, -0.596445], [2.227331, 2.741782, 2.027996], [0.521943, 2.455716, 2.781730], [0.750842, 2.844393, 0.859435], [2.058487, -2.603730, -2.572645], [0.913981, -2.178605, -2.567155], [2.802882, -2.673878, -3.690937], [2.677581, -3.040158, -1.460945], [3.746829, -3.020838, -3.715402], [2.374443, -2.355164, -4.550127], [2.152269, -3.004590, -0.597119], [3.619306, -3.393685, -1.445606], [-0.553559, 0.042249, 6.104054], [-0.406686, 0.730259, 7.101913], [-1.657257, 0.099616, 5.337120], [0.375081, -0.834857, 5.682226], [-1.796430, -0.458821, 4.512018], [-2.381157, 0.747353, 5.619525], [1.221437, -0.909258, 6.231368], [0.272173, -1.410004, 4.863277], [5.739960, -1.101035, -0.343948], [5.351778, -0.963679, -1.493340], [7.009533, -1.424671, -0.038876], [4.932858, -0.941157, 0.720312], [7.347876, -1.542168, 0.901196], [7.650073, -1.554148, -0.811073], [3.968785, -0.697181, 0.534703], [5.234134, -1.050047, 1.673957], [3.242276, -3.466107, 6.901878], [2.587243, -2.993560, 5.986299], [3.956033, -2.707072, 7.752785], [3.309001, -4.788097, 7.141706], [4.501445, -3.077749, 8.512482], [3.932998, -1.706231, 7.607419], [2.786140, -5.395200, 6.524085], [3.842894, -5.195930, 7.890499], [-0.560744, 2.578504, -8.420199], [0.279111, 2.554357, -7.534357], [-1.494088, 1.620443, -8.563777], [-0.627921, 3.565247, -9.332038], [-2.193683, 1.622936, -9.286671], [-1.478820, 0.859108, -7.897833], [0.056699, 4.306521, -9.259785], [-1.312058, 3.602445, -10.068674], [3.463535, -8.205539, 5.790412], [3.610409, -7.517528, 6.788272], [2.359839, -8.148171, 5.023479], [4.392175, -9.082645, 5.368584], [2.220665, -8.706610, 4.198377], [1.635938, -7.500435, 5.305883], [5.238531, -9.157046, 5.917726], [4.289268, -9.657792, 4.549635], [-4.962028, 5.209284, 1.792401], [-5.617061, 5.681831, 0.876821], [-4.248271, 5.968319, 2.643307], [-4.895303, 3.887294, 2.032228], [-3.702858, 5.597643, 3.403005], [-4.271306, 6.969160, 2.497942], [-5.418164, 3.280191, 1.414608], [-4.361410, 3.479461, 2.781021], [2.214052, -9.737670, 0.978899], [3.053906, -9.761818, 1.864741], [1.280709, -10.695731, 0.835320], [2.146875, -8.750927, 0.067060], [0.581113, -10.693238, 0.112427], [1.295976, -11.457066, 1.501265], [2.831495, -8.009654, 0.139312], [1.462738, -8.713730, -0.669577], [-2.517581, 8.545635, -0.808610], [-2.796586, 7.924759, -1.822180], [-2.140030, 9.836653, -0.827331], [-2.562625, 7.994304, 0.417617], [-1.906388, 10.364591, -0.003492], [-2.093104, 10.289717, -1.730590], [-2.842086, 7.023802, 0.476268], [-2.336500, 8.489362, 1.263695]], "forces_ev_per_angstrom": [[0.47, -0.44, 0.15], [-0.65, 0.29, -0.76], [0.11, 1.45, 0.39], [-2.76, 0.46, -1.96], [3.28, 1.22, 2.46], [-1.12, -1.52, -10.73], [-5.11, 2.17, 0.72], [4.67, -0.69, 8.57], [2.08, -1.11, 0.65], [-1.28, -1.47, -0.93], [0.06, 0.21, -0.96], [-0.37, 0.39, 1.52], [0.28, 2.59, 0.92], [-0.79, -0.51, 0.41], [-7.05, -0.65, 2.59], [7.91, 0.30, -3.88], [-0.47, 2.90, -2.42], [5.50, -1.72, -3.80], [0.39, 0.18, 1.12], [-7.40, 2.46, 4.65], [3.07, -2.19, -0.29], [-0.82, -1.54, 1.26], [2.54, 0.16, -0.50], [-0.60, 2.05, 1.36], [-2.56, 0.72, 0.24], [0.05, -2.86, -0.66], [1.48, 0.68, 1.29], [1.23, -1.62, -1.41], [-2.08, -0.32, -0.53], [-0.35, 2.24, -0.70], [2.11, 0.17, 1.58], [0.79, -2.57, 0.34], [-1.77, -0.53, -1.66], [-0.12, 1.34, 1.86], [-1.18, -1.23, -1.18], [-1.78, 1.13, 0.91], [2.01, 1.58, 0.76], [-2.18, -1.50, -0.65], [1.09, -0.64, -2.43], [0.58, -1.66, 1.92], [-0.32, 0.28, 0.00], [-0.06, -0.18, 0.06], [0.28, -0.09, -1.44], [0.10, -0.62, 1.38], [-0.14, 0.22, 0.10], [0.19, -0.04, 0.35], [0.26, 0.06, -0.30], [-0.11, 0.30, -0.01], [0.08, 0.03, 0.09], [0.09, 0.36, 0.48], [-1.31, 0.40, -0.33], [1.04, -0.47, 0.07], [0.05, 0.14, -0.17], [0.31, -0.30, -0.14], [-0.30, -0.23, -0.33], [0.07, 0.09, 0.12], [-0.81, 0.26, -0.09], [0.12, -0.17, -0.34], [1.87, -0.50, -0.18], [-0.58, -0.09, 0.37], [-0.11, 0.05, -0.19], [-0.24, 0.08, 0.35], [0.14, 0.04, 0.19], [-0.03, 0.03, -0.20], [-0.34, -0.45, -0.30], [-0.16, 0.32, -0.26], [0.72, 1.39, 0.71], [-0.35, -0.62, -0.21], [-0.15, 0.05, -0.17], [0.03, -0.40, 0.11], [0.43, 0.06, 0.42], [-0.14, -0.10, -0.28], [0.65, -0.18, 0.95], [0.00, 0.08, -0.30], [-0.74, -1.29, 0.07], [0.31, 1.40, -1.01], [0.11, 0.04, 0.21], [-0.09, 0.33, -0.17], [-0.32, -0.29, -0.01], [0.11, 0.00, 0.20], [0.01, 0.06, 0.13], [0.03, 0.13, 0.36], [-1.25, 0.41, -0.33], [1.21, -0.76, 0.05], [0.15, 0.06, -0.04], [0.25, -0.29, -0.15], [-0.36, 0.04, -0.24], [-0.05, 0.15, -0.01], [-0.73, -0.58, -1.03], [0.02, 0.28, 0.17], [0.96, 1.55, 0.96], [-0.44, -1.03, 0.15], [-0.11, 0.03, -0.17], [-0.07, -0.42, 0.09], [0.42, 0.14, 0.04], [-0.02, 0.05, -0.27], [0.22, 0.14, 0.10], [0.21, 0.00, 0.50], [-0.75, -1.23, 0.28], [0.36, 1.06, -0.60], [0.13, 0.02, 0.14], [-0.04, 0.28, -0.30], [-0.29, -0.24, -0.06], [0.12, 0.01, 0.15], [-0.37, -0.87, -0.84], [0.18, 0.53, 0.29], [0.46, 1.71, -0.47], [-0.15, -0.91, 1.14], [-0.05, -0.13, -0.17], [-0.02, -0.19, 0.38], [0.01, 0.20, -0.03], [0.00, -0.08, -0.22]], "lowdin_charge": [-0.158, -0.195, -0.199, -0.038, -1.093, 0.254, -0.065, -0.090, -0.024, -0.203, -0.161, -0.136, -0.204, -0.013, -0.212, -0.022, -0.013, -0.222, -0.012, -0.044, -0.012, 0.052, 0.075, 0.075, 0.120, 0.073, 0.107, 0.118, 0.146, 0.077, 0.114, 0.087, 0.076, 0.059, 0.122, 0.101, 0.158, 0.103, 0.107, 0.104, -0.694, 0.005, 0.163, 0.164, 0.097, 0.113, 0.110, 0.093, -0.732, -0.005, 0.158, 0.161, 0.073, 0.106, 0.084, 0.094, -0.728, 0.011, 0.137, 0.160, 0.092, 0.105, 0.045, 0.100, -0.711, 0.012, 0.146, 0.154, 0.095, 0.109, 0.084, 0.093, -0.716, 0.020, 0.156, 0.141, 0.095, 0.111, 0.108, 0.092, -0.704, 0.003, 0.166, 0.160, 0.083, 0.113, 0.110, 0.093, -0.720, 0.020, 0.136, 0.173, 0.094, 0.093, 0.121, 0.097, -0.719, 0.004, 0.151, 0.158, 0.101, 0.112, 0.116, 0.103, -0.701, 0.031, 0.140, 0.159, 0.090, 0.108, 0.102, 0.091], "charge": -1, "orbital_gap_ev": 6.19}